{"formula": "C4H8N2", "method": "ωB97M-V with the def2-TZVPD basis set", "elements": ["N", "N", "C", "C", "C", "C", "H", "H", "H", "H", "H", "H", "H", "H"], "positions_angstrom": [[-2.9603, 0.5980, -0.5189], [-3.2553, -0.0257, 0.5126], [0.7613, -0.2972, -0.3230], [-2.0168, -0.3696, -0.1084], [2.1011, 0.1433, 0.1473], [-0.3485, 0.3663, 0.4460], [-0.4967, 1.3656, 0.1572], [0.5553, -1.4035, -0.5781], [-0.3158, -0.0377, 1.4984], [2.1331, 0.2575, 1.3367], [2.7967, -0.5538, -0.3287], [0.6421, 0.1630, -1.3678], [-1.7541, -1.3383, -0.6167], [2.1581, 1.1321, -0.2567]], "atomic_forces_ev_per_a": [[-0.33, 2.99, -2.82], [-1.52, -2.03, 2.54], [-2.37, -0.29, -3.20], [6.27, -0.29, 0.47], [-0.04, -0.46, 2.22], [-3.40, -4.40, -0.24], [-0.04, 1.44, 0.65], [0.62, 1.37, 1.17], [-0.30, 1.37, -0.73], [0.35, -0.69, -2.58], [0.62, 0.52, 0.68], [0.30, -0.78, 0.98], [-1.05, 0.57, 0.88], [0.87, 0.68, -0.02]], "spin_multiplicity": 3, "homo_lumo_gap_ev": [8.186, 7.175], "e_homo_ev": [-7.138, -9.716], "s2": 2.009, "energy_ev": -7250.407, "charge": 0, "de_lowest_kj_mol": 253.9}

{"formula": "C18H41N2OP3RuS", "method": "ωB97M-V with the def2-TZVPD basis set", "elements": ["Ru", "S", "P", "P", "P", "O", "N", "N", "C", "C", "C", "C", "C", "C", "C", "C", "C", "C", "C", "C", "C", "C", "C", "C", "C", "C", "H", "H", "H", "H", "H", "H", "H", "H", "H", "H", "H", "H", "H", "H", "H", "H", "H", "H", "H", "H", "H", "H", "H", "H", "H", "H", "H", "H", "H", "H", "H", "H", "H", "H", "H", "H", "H", "H", "H", "H", "H"], "positions_angstrom": [[0.1602, 0.5777, 0.2638], [-1.6041, -0.6282, 1.5878], [1.5337, 1.1227, 1.8303], [-1.1420, 2.3187, -0.0663], [1.9294, -0.3372, -1.1181], [-1.7591, -0.7216, -0.9748], [-0.6893, -0.9276, 4.0549], [-2.6358, 0.2952, 3.8078], [2.7573, -0.1674, 2.2522], [-0.2092, 2.9447, -1.4952], [-2.8933, 2.0646, -0.4675], [1.3869, -0.5142, -2.8537], [0.5394, -3.7274, 1.6250], [2.7474, -1.9646, -0.8578], [-1.8773, -1.2521, -2.2274], [-0.1335, -3.7726, 0.4613], [3.4329, 0.7026, -1.3999], [-1.3707, -2.5398, -2.5412], [-2.7652, -0.5285, -3.0598], [-2.7531, -2.4596, -4.5215], [-3.2139, -1.1704, -4.2005], [-1.6452, -0.4195, 3.2608], [-1.2411, 3.5616, 1.2709], [-1.7863, -3.1097, -3.7404], [0.8860, 1.6375, 3.4510], [2.4196, 2.6100, 1.2434], [-1.1907, -3.4908, 0.3855], [0.6542, 0.7525, 4.0566], [0.3562, -3.9954, -0.4900], [-3.4495, 2.0781, 0.4756], [-1.7153, 4.4885, 0.9165], [-3.1799, 2.9306, -1.0759], [0.9923, 0.4554, -3.1625], [-0.0502, 2.1870, 3.2949], [-3.1458, 1.1303, -0.9878], [-0.2090, 2.1670, -2.2740], [-2.6965, 0.4874, 4.8014], [-0.6795, -3.0295, -1.8494], [3.3780, -2.2632, -1.7100], [-1.3901, -4.0853, -4.0284], [0.8316, 3.1995, -1.2438], [-0.7432, -0.6775, -0.5149], [-0.7154, 3.8359, -1.8719], [2.2836, -1.1630, 2.1969], [-0.2503, 3.7923, 1.6809], [3.1393, 1.7281, -1.6406], [1.5946, -3.4246, 1.6145], [-3.4590, 0.4386, 3.2469], [-0.8187, -1.0013, 5.0556], [1.6962, 3.3082, 0.7955], [3.3883, -1.9442, 0.0280], [-3.0689, 0.5032, -2.8035], [4.0199, 0.3258, -2.2494], [2.2216, -0.7724, -3.5188], [-0.0189, -1.5727, 3.6684], [3.1580, 2.3440, 0.4764], [2.0093, -2.7524, -0.6904], [3.6045, -0.1464, 1.5497], [3.1176, 0.0056, 3.2798], [-1.8752, 3.1304, 2.0592], [0.5918, -1.2494, -3.0138], [1.6224, 2.2651, 3.9750], [2.8995, 3.0623, 2.1228], [-3.9515, -0.6621, -4.8210], [0.0468, -3.7329, 2.6037], [4.1006, 0.7290, -0.5337], [-3.1727, -2.9766, -5.3891]], "atomic_forces_ev_per_a": [[-0.81, -2.06, -0.43], [0.14, -0.30, -0.88], [2.90, 1.48, 2.83], [-1.24, 3.01, 1.02], [2.45, -1.37, -1.51], [2.63, 0.52, -0.49], [-0.67, -0.13, -0.43], [0.70, -0.59, -0.53], [-0.15, -0.22, -0.31], [-0.05, -0.14, -0.13], [-0.09, -0.26, -0.30], [-0.79, 0.43, -0.17], [-0.15, 1.21, -0.70], [-0.27, -0.36, 0.66], [-0.63, 0.39, 1.29], [-0.01, 0.53, 0.54], [-0.27, 0.51, 0.21], [0.00, -0.47, -1.21], [-0.34, -0.22, -1.14], [-0.36, -0.54, -0.81], [-0.37, 1.69, 0.87], [0.17, 0.59, 2.67], [0.07, 0.03, -0.23], [1.17, -0.35, 1.64], [-0.78, -0.13, -0.03], [-0.06, -0.10, -0.35], [0.05, -1.17, 0.30], [0.30, 0.45, -0.24], [0.19, 0.35, 0.33], [0.10, 0.10, -0.16], [0.12, -0.20, 0.04], [-0.15, -0.08, 0.09], [0.05, 0.02, -0.30], [0.27, 0.07, 0.25], [0.28, 0.57, 0.33], [-0.03, 0.34, 0.00], [-0.11, -0.24, 0.02], [-0.38, 0.13, -0.38], [-0.28, 0.47, 0.07], [-0.27, 0.24, 0.01], [-0.39, -0.03, -0.02], [-2.73, -2.85, -2.21], [0.03, 0.06, -0.19], [0.19, 0.33, 0.10], [-0.31, 0.06, -0.13], [0.09, -0.03, -0.04], [-0.03, -1.41, 0.13], [-0.20, 0.30, 0.04], [-0.14, 0.05, 0.13], [0.37, -0.07, 0.34], [-0.05, 0.07, -0.10], [0.10, -0.95, -0.24], [-0.36, -0.18, 0.20], [-0.02, 0.08, 0.39], [-0.01, -0.07, -0.16], [-0.15, 0.20, 0.41], [0.06, 0.14, -0.07], [-0.26, 0.01, 0.31], [-0.07, 0.01, -0.37], [0.17, 0.14, -0.17], [0.28, 0.07, 0.20], [-0.11, -0.14, -0.33], [0.00, -0.01, -0.31], [0.21, -0.25, -0.06], [-0.03, 0.23, -0.42], [-0.15, -0.10, -0.08], [0.16, 0.18, 0.18]], "spin_multiplicity": 5, "homo_lumo_gap_ev": [6.155, 4.664], "e_homo_ev": [-20.038, -20.074], "s2": 6.033, "energy_ev": -65597.733, "charge": 4, "de_lowest_kj_mol": 456.2}